Record 1
Entry from the OMol25 dataset: C25H20ClMnN6O4 as an isolated structure (ωB97M-V with the def2-TZVPD basis set).

Output
**E_LUMO (alpha / beta)**: -4.45 / -4.57 eV
**Net charge**: +1
**E_tot**: -87219.5092 eV
**Energy above the lowest of the compared OMol25 structures with the same formula, charge and spin**: 0.000 eV
**Max |F|**: 0.2 eV/Å
**Multiplicity**: 6

Positions of all 57 atoms, in Å:
Mn1 0.2502 1.2181 -0.2622
Cl1 -3.3437 -3.4863 -0.2306
O1 -1.3981 2.3596 -0.4951
O2 -5.6403 -1.6301 -0.7311
O3 -3.5384 2.3135 -1.1325
O4 -5.4727 0.5440 -1.1194
N1 -1.4775 -1.6068 -0.2585
N2 0.7582 1.2156 2.0735
N3 1.9505 1.1096 2.4022
N4 -1.2859 -0.2844 -0.3942
N5 2.4348 1.0890 0.0579
N6 0.5592 1.2315 -2.5033
C1 -4.9684 -0.6392 -0.8276
C2 -0.1793 1.2767 3.1361
C3 -2.7864 -1.9034 -0.4047
C4 -1.4951 1.5625 2.7897
C5 2.8683 1.0270 1.3215
C6 -2.4781 0.2639 -0.6059
C7 3.3365 1.0050 -0.9218
C8 0.5209 0.7587 -5.9530
C9 4.2016 0.8824 1.6551
C10 -2.5052 1.7715 -0.7692
C11 -0.0771 1.7712 -4.9716
C12 1.9074 -4.0215 0.2350
C13 -3.4815 -0.7203 -0.6306
C14 -2.4658 1.6296 3.7751
C15 -0.1091 -3.4992 -0.9748
C16 -0.7969 1.1194 5.4413
C17 0.2775 1.4716 -3.5884
C18 0.1787 1.0559 4.4680
C19 -2.1171 1.4044 5.0978
C20 1.6577 -2.9793 1.1171
C21 -0.3453 -2.4641 -0.0862
C22 5.1333 0.7963 0.6321
C23 4.6931 0.8587 -0.6797
C24 0.5212 -2.2003 0.9641
C25 1.0219 -4.2827 -0.8017
H1 1.2123 -5.0979 -1.4863
H2 2.3327 -2.7875 1.9409
H3 0.2673 2.7851 -5.1813
H4 4.4783 0.8452 2.6988
H5 2.9507 1.0549 -1.9305
H6 1.2047 0.8328 4.7216
H7 -1.7408 1.7699 1.7583
H8 -0.7914 -3.6875 -1.7927
H9 2.7862 -4.6388 0.3617
H10 1.6085 0.7640 -5.9081
H11 -3.4881 1.8627 3.5112
H12 0.1664 -0.2481 -5.7404
H13 -2.8734 1.4526 5.8697
H14 0.2784 -1.4220 1.6771
H15 5.3825 0.7977 -1.5090
H16 -1.1672 1.7848 -5.0262
H17 -0.5347 0.9462 6.4760
H18 -4.7848 1.2607 -1.1581
H19 6.1852 0.6845 0.8567
H20 0.2184 1.0225 -6.9637

Let us look at the natural (NBO) charges, expressed in e, one per atom: Mn 1.579; Cl 0.146; O -0.834; O -0.561; O -0.618; O -0.662; N -0.196; N -0.237; N -0.146; N -0.405; N -0.579; N -0.538; C 0.780; C 0.121; C 0.189; C -0.205; C 0.299; C 0.069; C 0.077; C -0.589; C -0.205; C 0.775; C -0.527; C -0.192; C -0.259; C -0.193; C -0.222; C -0.197; C 0.487; C -0.209; C -0.153; C -0.188; C 0.185; C -0.123; C -0.229; C -0.258; C -0.187; H 0.233; H 0.225; H 0.270; H 0.253; H 0.220; H 0.239; H 0.226; H 0.237; H 0.230; H 0.221; H 0.235; H 0.223; H 0.232; H 0.222; H 0.245; H 0.274; H 0.232; H 0.509; H 0.243; H 0.239



Record 2
Entry from the OMol25 dataset: a 2-piece molecular cluster, C5H9FN3 overall at a distorted geometry (ωB97M-V with the def2-TZVPD basis set).

Output
**E_LUMO**: -3.99 eV
**Net charge**: +1
**E_tot**: -12508.5817 eV
**Energy above the lowest of the compared OMol25 structures with the same formula, charge and spin**: 2.786 eV
**Max |F|**: 5.2 eV/Å

Positions of all 18 atoms, in Å:
F1 1.7650 -0.1981 0.9531
N1 -0.1191 1.3865 0.2936
N2 1.4909 0.9515 -1.3167
N3 -0.8051 -0.3774 -1.8351
C1 0.8175 -1.1056 0.6643
C2 -0.8767 0.0135 2.0177
C3 0.4415 0.7818 -0.5893
C4 -0.3219 -1.1337 1.3913
C5 -0.7407 1.2340 1.4648
H1 -0.5709 -0.0684 -2.7687
H2 -0.9769 -1.9323 1.3962
H3 1.6949 0.3496 -2.2369
H4 -1.6702 -0.0380 -1.4006
H5 1.1356 -1.9376 0.0580
H6 -1.2450 2.0650 1.8870
H7 -1.4703 0.0114 2.9003
H8 -0.8445 -1.3537 -1.9963
H9 2.2958 1.3514 -0.8826

Let us look at the natural (NBO) charges, expressed in e, one per atom: F -0.325; N -0.400; N -0.779; N -0.987; C 0.205; C -0.197; C 0.735; C -0.266; C -0.013; H 0.395; H 0.242; H 0.441; H 0.414; H 0.204; H 0.239; H 0.251; H 0.397; H 0.444



Record 3
Entry from the OMol25 dataset: C12H28AlBrCl8FKN3NaO5PS as an isolated structure at a distorted geometry (ωB97M-V with the def2-TZVPD basis set).

Output
**E_LUMO**: -10.85 eV
**Net charge**: +3
**E_tot**: -247968.0706 eV
**Max |F|**: 5.8 eV/Å

Positions of all 63 atoms, in Å:
Br1 5.7736 0.5431 2.2020
K1 -8.9264 0.3569 -1.4807
Cl1 9.3021 1.7923 1.7252
Cl2 10.1486 -0.5846 3.1739
Cl3 -7.1164 -1.2981 -5.8973
Cl4 -9.3264 0.5988 -5.8692
Cl5 5.7736 2.5242 -1.1772
Cl6 8.8750 1.6101 4.5974
Cl7 -7.5945 0.3460 -3.5411
Cl8 11.5687 1.9278 3.5445
S1 0.7748 -2.4661 0.5761
P1 0.4232 -0.6869 1.3737
Al1 7.5736 -0.6931 3.4402
Na1 -1.7264 -4.1536 2.8839
F1 0.3736 -1.4136 3.8603
O1 1.0786 0.5637 -0.7416
O2 -4.2617 1.7123 -2.5935
O3 3.2023 -1.2046 -1.5166
O4 -2.4248 1.2469 -3.7171
O5 -2.4180 -3.9894 0.3555
N1 0.9077 2.1393 3.0839
N2 0.0890 0.5766 0.1678
N3 -3.5686 0.9927 -3.3221
C1 3.4749 -0.4221 -0.3011
C2 -4.1702 -0.2953 -3.7610
C3 -2.4804 -0.1540 0.2752
C4 4.9858 0.2797 -0.2858
C5 -0.4429 2.0269 2.3445
C6 -2.9729 -2.7771 1.0108
C7 -0.2786 1.9358 0.7092
C8 -8.3486 -0.5124 -4.8953
C9 -1.1459 0.0912 -0.6226
C10 -3.1350 -1.6221 -0.1405
C11 9.9736 1.1864 3.2603
C12 2.3987 0.8549 -0.1946
H1 -2.3939 -2.4445 1.9716
H2 -2.7705 -1.9979 -1.2132
H3 -3.2870 0.6474 -0.0890
H4 1.6270 -0.4018 2.1681
H5 -5.0785 -0.0613 -4.3201
H6 5.7525 -0.3688 0.3415
H7 0.5115 2.7889 0.4315
H8 -1.1612 1.2327 2.8147
H9 5.3888 0.5201 -1.3608
H10 3.3945 -1.0521 0.7039
H11 2.8781 1.6856 -0.9069
H12 -3.4531 -0.8229 -4.3934
H13 -2.3729 0.0108 1.4266
H14 -0.8825 -0.9133 -1.2058
H15 -1.3045 2.3596 0.2662
H16 -4.0635 -3.0943 1.3783
H17 -0.9647 3.0820 2.5489
H18 -1.3422 0.8992 -1.4569
H19 -9.0066 -1.2851 -4.4896
H20 3.6500 -2.0985 -1.3687
H21 -0.6259 -0.9090 2.3426
H22 -4.3945 -0.8768 -2.8643
H23 1.2651 3.1304 2.9422
H24 -4.3073 -1.4444 -0.2777
H25 2.4287 1.3146 0.8799
H26 -1.5409 -4.1792 0.8078
H27 4.9048 1.3166 0.2935
H28 0.7893 1.9295 4.1019

Let us look at the natural (NBO) charges, expressed in e, one per atom: Br -0.401; K 0.983; Cl 0.115; Cl 0.098; Cl 0.071; Cl 0.089; Cl -0.124; Cl 0.111; Cl -0.081; Cl 0.151; S -0.615; P 0.841; Al 0.976; Na 0.980; F -0.873; O -0.336; O -0.401; O -0.667; O -0.346; O -0.707; N -0.883; N -0.253; N 0.519; C 0.088; C -0.488; C -0.477; C -0.632; C -0.275; C -0.111; C -0.304; C -0.291; C -0.277; C -0.432; C -0.250; C -0.191; H 0.138; H 0.255; H 0.251; H 0.136; H 0.244; H 0.259; H 0.279; H 0.233; H 0.287; H 0.224; H 0.248; H 0.252; H 0.244; H 0.291; H 0.267; H 0.203; H 0.232; H 0.277; H 0.235; H 0.497; H 0.135; H 0.219; H 0.376; H 0.213; H 0.249; H 0.450; H 0.286; H 0.410



Record 4
Entry from the OMol25 dataset: a 7-piece molecular cluster, C6H24NO6 overall at a distorted geometry (ωB97M-V with the def2-TZVPD basis set).

Output
**E_LUMO**: -3.27 eV
**Net charge**: +1
**E_tot**: -20378.0826 eV
**Energy above the lowest of the compared OMol25 structures with the same formula, charge and spin**: 1.530 eV
**Max |F|**: 2.9 eV/Å

Positions of all 37 atoms, in Å:
O1 -0.6202 -3.3249 -1.5585
O2 2.2805 3.0924 0.3331
O3 -0.0648 2.1724 -1.3514
O4 -2.0813 2.7919 1.5198
O5 -4.0971 -0.2502 -1.0968
O6 3.3379 -2.3932 -3.3884
N1 -0.1679 -0.4904 -1.0384
C1 0.8478 -0.4664 -0.0161
C2 0.6379 -1.4504 1.1023
C3 0.1484 0.1062 3.0292
C4 -0.3393 -1.0460 2.2154
C5 1.8980 0.3182 -0.2445
C6 -1.2875 0.1460 -1.0817
H1 -1.3876 -0.9622 1.8082
H2 3.0923 3.6049 0.4157
H3 2.1857 0.9042 -1.1096
H4 -0.0491 -0.0950 4.0781
H5 3.2007 -2.6754 -2.4792
H6 2.8478 0.3631 0.3002
H7 -0.6633 2.9227 -1.2739
H8 -0.2011 -1.9652 2.8782
H9 -4.7132 -0.9867 -1.2579
H10 -1.6611 0.8240 -0.3471
H11 -0.3715 -4.2624 -1.5284
H12 0.2811 -2.4702 0.7692
H13 0.7106 2.4911 -0.8152
H14 -4.1651 0.2956 -1.8952
H15 0.0888 -1.0637 -1.8278
H16 2.3823 2.4319 1.0244
H17 -2.9962 2.9897 1.3242
H18 -0.3267 1.0450 2.6577
H19 -1.9719 0.0205 -1.8913
H20 1.2028 0.5121 3.0340
H21 3.0465 -1.5075 -3.6303
H22 -1.7013 3.3118 2.2291
H23 -0.9067 -3.3389 -2.4811
H24 1.5838 -1.5952 1.5941

Let us look at the natural (NBO) charges, expressed in e, one per atom: O -0.954; O -0.955; O -0.976; O -0.977; O -0.952; O -0.958; N -0.447; C 0.142; C -0.448; C -0.648; C -0.395; C -0.395; C 0.196; H 0.216; H 0.494; H 0.236; H 0.233; H 0.481; H 0.224; H 0.487; H 0.221; H 0.492; H 0.244; H 0.487; H 0.244; H 0.517; H 0.471; H 0.437; H 0.477; H 0.489; H 0.217; H 0.216; H 0.210; H 0.479; H 0.492; H 0.473; H 0.229



Record 5
Entry from the OMol25 dataset: C12H29Cl2O2P2Tl as an isolated structure at a distorted geometry (ωB97M-V with the def2-TZVPD basis set).

Output
**E_LUMO (alpha / beta)**: -10.19 / -10.19 eV
**Net charge**: +2
**E_tot**: -65309.4046 eV
**Energy above the lowest of the compared OMol25 structures with the same formula, charge and spin**: 0.000 eV
**Max |F|**: 6.4 eV/Å

Positions of all 48 atoms, in Å:
Tl1 0.2645 -1.3293 -0.4906
Cl1 1.7264 -3.0700 -1.6499
Cl2 -2.1685 -2.0541 -0.1993
P1 0.7952 -1.6750 2.0439
P2 -0.3712 -0.0032 -2.6826
O1 -0.8729 1.1330 0.5948
O2 1.7203 1.5369 -0.4209
C1 0.1879 -0.5433 3.3251
C2 1.0558 0.0490 -3.8009
C3 3.4005 -0.2172 -0.7650
C4 2.1079 0.4231 -0.5321
C5 -0.0507 -3.2715 2.3129
C6 -1.5497 -1.1740 -3.4337
C7 -2.7715 2.5175 1.0014
C8 -2.3037 1.1017 0.7272
C9 -1.6061 3.0470 1.8228
C10 -1.1429 1.6348 -2.7206
C11 2.5553 -1.9900 2.3616
C12 -0.4245 2.3991 1.1236
H1 -1.1801 -2.1949 -3.2558
H2 -2.7525 0.6288 -0.1504
H3 -0.4679 2.3625 -2.2488
H4 -2.8272 3.0796 0.0487
H5 -1.6378 -0.9848 -4.5098
H6 -0.8998 -0.4231 3.2164
H7 -2.5192 -1.0729 -2.9265
H8 1.5738 -0.9215 -3.7552
H9 -2.0917 1.6115 -2.1656
H10 -1.6796 2.6469 2.8497
H11 3.1078 -1.0410 2.2890
H12 0.6678 0.4390 3.2131
H13 0.4144 -0.9460 4.3237
H14 3.5048 -0.4701 -1.8382
H15 2.6672 -2.4182 3.3698
H16 -2.5374 0.4501 1.5772
H17 0.4376 -3.8180 3.1292
H18 4.2346 0.4261 -0.4343
H19 3.4313 -1.1781 -0.2189
H20 0.0081 -3.8579 1.3840
H21 2.9312 -2.6964 1.6058
H22 -1.5378 4.1252 1.8381
H23 -1.1124 -3.0942 2.5352
H24 -0.1082 3.0088 0.2737
H25 0.6859 0.2441 -4.8170
H26 -1.3308 1.9245 -3.7648
H27 1.7378 0.8495 -3.4806
H28 0.4474 2.2525 1.7746
H29 -3.7195 2.5536 1.5196

Let us look at the Mulliken charges, expressed in e, one per atom: Tl 0.774; Cl -0.389; Cl -0.362; P 0.950; P 0.794; O -0.059; O -0.212; C -1.127; C -1.163; C -0.904; C 0.696; C -1.277; C -1.222; C -0.549; C -0.482; C -0.721; C -1.123; C -1.276; C -0.576; H 0.375; H 0.302; H 0.296; H 0.237; H 0.475; H 0.265; H 0.397; H 0.295; H 0.263; H 0.260; H 0.342; H 0.282; H 0.524; H 0.239; H 0.490; H 0.178; H 0.462; H 0.424; H 0.165; H 0.387; H 0.345; H 0.405; H 0.402; H 0.345; H 0.505; H 0.520; H 0.353; H 0.301; H 0.397